## a
21
Properties=species:S:1:pos:R:3 method="wB97M-V/def2-TZVPD" lumo_energy_ev=-4.85 total_charge=+1 molar_mass_g_mol=148.19
C -2.244 0.806 0.216
C 0.843 0.993 0.512
C -0.747 -1.080 0.154
C 2.491 -0.716 0.347
H 2.862 1.275 0.492
H -1.806 2.917 -0.177
H 0.440 2.365 -0.969
C 1.614 -1.764 -0.065
C 2.150 0.796 -0.052
C -2.010 -0.623 0.199
H 2.047 -2.559 -0.612
H 2.559 -0.671 1.521
N 0.369 -1.515 -0.061
N -2.983 -1.587 0.068
H 3.628 -0.819 0.062
H -2.911 -2.496 -0.413
H -3.371 1.065 0.306
H -3.963 -1.108 -0.192
H 2.380 1.044 -1.157
N 0.020 1.807 -0.173
C -1.367 1.872 -0.004


## b
21
Properties=species:S:1:pos:R:3 method="wB97M-V/def2-TZVPD" lumo_energy_ev=-4.95 total_charge=+1 molar_mass_g_mol=148.19
H -2.125 1.710 -0.940
C -2.024 0.694 -1.300
H 0.018 -1.797 1.230
C 1.565 1.077 -1.178
C -2.223 -0.905 0.744
H -2.152 -2.072 0.553
C 2.340 1.591 -0.060
H 2.042 1.157 -2.062
H 2.196 2.508 0.516
H 1.963 -1.800 2.033
N 0.501 0.403 -1.171
N -1.444 -0.139 -0.246
H -3.293 -0.735 0.633
H -3.130 0.323 -1.514
C 0.685 -0.961 0.848
C -0.155 -0.186 -0.194
C 3.365 -0.520 0.842
N 3.073 0.658 0.425
H -1.371 0.712 -2.244
H -1.842 -0.622 1.869
C 2.011 -1.095 1.216


Which of them is least stable? Easy: b.


## a
22
Properties=species:S:1:pos:R:3 method="wB97M-V/def2-TZVPD" lumo_energy_ev=0.95 molar_mass_g_mol=114.19
N 1.800 -1.578 0.801
H -0.667 -0.620 -1.570
C 1.453 -0.374 0.467
C 2.188 0.268 -0.684
H -0.351 1.945 -1.375
H -2.438 -2.183 -0.390
H 2.004 1.342 -0.752
H 1.340 -1.854 1.670
C -1.482 -1.878 0.046
H -1.610 -1.805 1.131
H -0.744 -2.663 -0.142
H -1.232 2.766 -0.076
H 0.413 0.046 2.188
H 3.265 0.105 -0.587
H -2.121 2.033 -1.419
H 0.991 1.510 1.256
H -1.944 0.660 0.912
C -1.255 1.914 -0.761
C -1.356 0.630 -0.001
H 1.846 -0.196 -1.612
N 0.900 0.513 1.432
C -0.999 -0.582 -0.534


## b
22
Properties=species:S:1:pos:R:3 method="wB97M-V/def2-TZVPD" lumo_energy_ev=0.40 molar_mass_g_mol=114.19
H 1.085 -3.013 1.727
H -0.899 2.209 -0.625
H 0.358 -1.578 -2.387
H 1.798 -1.868 0.574
H 2.496 0.771 -1.035
C -0.910 0.078 -0.916
N -1.712 -0.886 -1.068
C 1.481 1.051 -0.776
C 1.226 -1.959 1.484
H -0.460 1.115 1.612
C 0.544 0.007 -1.290
H 1.257 2.015 -1.233
H -1.303 -1.742 -1.445
H -2.497 1.440 -0.646
C -1.467 1.234 1.220
N 1.026 -0.893 -2.033
H 1.754 -1.487 2.299
H 1.396 1.151 0.305
C -1.465 1.335 -0.308
H -2.063 0.379 1.530
H -1.899 2.135 1.650
H 0.255 -1.494 1.361


Which of them is least stable? Easy: a.


## a
22
Properties=species:S:1:pos:R:3 method="wB97M-V/def2-TZVPD" lumo_energy_ev=0.81 molar_mass_g_mol=114.19
C -0.121 -1.379 -0.935
C -0.502 2.142 -0.619
N 0.317 -0.692 0.458
H -1.689 0.011 0.797
H -2.076 -0.710 -1.549
C 0.288 0.954 0.834
H -0.643 2.940 0.111
H 2.013 1.806 0.912
C 1.297 -1.500 1.170
H -0.788 -0.551 -2.800
N 1.193 1.574 1.469
H -1.415 2.277 -1.206
H 0.434 2.334 -1.143
C -0.718 -0.017 1.282
H 0.895 -2.494 1.391
H 2.188 -1.607 0.551
H -0.790 0.644 -1.404
H 1.571 -1.005 2.100
H -0.561 -2.327 -0.602
H -0.711 -0.299 2.335
C -1.020 -0.535 -1.738
H 0.841 -1.564 -1.416


## b
22
Properties=species:S:1:pos:R:3 method="wB97M-V/def2-TZVPD" lumo_energy_ev=0.98 molar_mass_g_mol=114.19
H -2.273 0.967 -0.391
H 0.249 -3.262 0.997
C 0.518 -0.925 -0.542
H 1.918 -1.438 1.013
H -1.020 -2.135 1.478
C 0.143 2.872 -1.684
N -0.373 0.212 -0.724
H -0.850 2.621 -2.012
H 1.429 -0.684 -1.097
H 1.741 1.589 0.795
H 0.097 -1.847 -0.979
C 0.858 -1.190 0.932
H -0.469 0.416 -1.737
C 0.619 2.426 -0.549
H 0.312 -2.480 2.577
H 0.661 3.653 -2.222
H -2.213 -0.808 -0.352
C 0.047 -2.334 1.531
C -1.671 0.112 -0.087
N 1.138 2.364 0.553
H -1.549 0.148 0.994
H 0.690 -0.277 1.504


Which of them is least stable? Easy: a.